Below is C6H5InNO14S3 as an isolated structure, with properties calculated with ωB97M-V/def2-TZVPD.

Each line ends with the Löwdin charge.
Element x y z (Å)
In1 -1.77584 -0.78180 0.03449  1.059
S1 -3.01409 -3.28383 2.23292  0.186
O1 -4.31304 -3.32291 2.88001  -0.315
O2 -2.18303 -2.11872 2.58491  -0.447
O3 -2.24025 -4.51239 2.41876  -0.276
O4 -3.19842 -3.27011 0.76449  -0.195
S2 -0.53674 -3.96945 -1.43121  0.186
O5 -0.98279 -2.69800 -2.02533  -0.441
O6 -0.74998 -3.63280 0.00163  -0.331
O7 -1.48140 -5.08078 -1.68386  -0.371
O8 0.83131 -4.34246 -1.72047  -0.366
S3 -5.00651 -0.58121 -1.21739  0.166
O9 -5.78658 -1.72847 -1.64346  -0.383
O10 -4.61573 -0.86809 0.21373  -0.422
O11 -3.70755 -0.43243 -1.91377  -0.499
O12 -5.73578 0.69770 -1.25955  -0.419
C1 5.00033 3.39245 0.29497  -0.102
C2 4.05050 4.32940 -0.06451  -0.080
C3 2.71128 3.90988 -0.19590  -0.009
C4 2.33271 2.62949 0.09567  -0.140
C5 3.30446 1.68074 0.42576  0.016
C6 4.61158 2.09303 0.61286  -0.078
N1 0.95252 2.20588 -0.06336  -0.344
O13 0.66079 1.04706 0.11545  -0.010
O14 0.12123 3.04301 -0.36346  0.078
H1 6.03347 3.70453 0.39041  0.094
H2 4.32560 5.35725 -0.24860  0.094
H3 2.00304 4.60189 -0.63268  0.116
H4 3.08851 0.62424 0.50554  0.131
H5 5.30036 1.30689 0.89193  0.103

Forces on atoms 1 to 2 (eV/Å):
In -1.335 -1.107 -0.507
S 1.311 0.493 1.678

Summary:
- Largest force on an atom: 3.4 eV/Å
- Energy relative to the best compared isomer or geometry (same formula, charge and spin): 1.847 eV
- LUMO: 4.6854 eV
- Total charge: -3
- Frontier orbital gap: 3.5 eV
- E_HOMO: 0.0431 hartree


Below is C40H59BBrN12RuSSe as an isolated structure, with properties calculated with ωB97M-V/def2-TZVPD.

Each line ends with the Löwdin charge.
Element x y z (Å)
Ru1 0.42656 1.54765 0.43682  1.393
C1 3.02647 2.39279 4.95846  -0.079
C2 2.83833 2.30065 3.45488  -0.400
C3 4.21487 2.30321 2.78813  -0.095
C4 2.04444 3.47357 2.83013  -0.295
C5 1.86029 4.68960 3.36005  -0.002
C6 0.89661 5.29202 2.55607  -0.016
N1 0.54101 4.39981 1.62401  -0.030
N2 1.19669 3.22756 1.82738  0.009
B1 -0.62313 4.58248 0.68832  -0.552
N3 -1.78736 3.69672 1.12818  -0.039
C7 -3.03720 3.97875 1.44796  -0.052
C8 -3.77794 2.81538 1.52835  0.008
C9 -2.86361 1.80508 1.19766  -0.249
N4 -1.62698 2.39134 0.98463  -0.003
C10 -3.09150 0.32316 1.15872  -0.414
C11 -3.78100 0.02685 -0.14915  -0.076
C12 -3.89813 -0.15486 2.35953  -0.063
N5 -0.15106 4.19403 -0.73467  -0.039
C13 -0.54932 4.82979 -1.84958  -0.033
C14 0.14062 4.21867 -2.88740  -0.002
C15 0.96802 3.21288 -2.32098  -0.276
N6 0.69607 3.21138 -1.02949  -0.021
C16 2.04251 2.49591 -3.08899  -0.340
C17 3.47412 2.99829 -2.67100  -0.024
C18 1.99804 0.99376 -2.96731  -0.075
H1 3.56528 1.49856 5.24952  0.069
H2 3.68832 3.22632 5.26869  0.096
H3 2.09042 2.43241 5.52139  0.086
H4 2.26698 1.35359 3.20190  0.013
H5 4.65169 3.30116 2.86972  0.093
H6 4.89678 1.42957 2.98448  0.099
H7 4.07920 2.26029 1.73364  0.023
H8 2.40067 5.23635 4.17655  0.143
H9 0.50447 6.27206 2.57139  0.121
H10 -1.01015 5.73098 0.67109  0.133
H11 -3.39310 5.01977 1.62976  0.152
H12 -4.87481 2.67024 1.63852  0.129
H13 -2.14403 -0.20340 1.15074  0.070
H14 -4.83148 0.45190 -0.04611  0.111
H15 -3.31511 0.56847 -0.99128  0.060
H16 -3.64035 -1.06661 -0.41639  0.087
H17 -4.90936 0.31822 2.36802  0.088
H18 -4.05921 -1.21019 2.57847  0.074
H19 -3.39612 0.25240 3.25461  0.077
H20 -1.16249 5.78315 -1.86404  0.160
H21 0.07842 4.51440 -3.91109  0.104
H22 1.79972 2.77823 -4.12436  0.141
H23 3.85518 2.45790 -1.79974  0.066
H24 4.13811 2.80396 -3.52299  0.089
H25 3.43351 4.02685 -2.33677  0.079
H26 2.10056 0.80706 -1.87326  0.034
H27 1.01998 0.53009 -3.25939  0.093
H28 2.85614 0.55579 -3.46886  0.088
C19 5.53518 -0.32930 -0.24372  -0.039
N7 4.54496 -1.11380 -0.88807  -0.061
C20 3.24818 -1.02793 -0.57171  -0.715
Se1 2.50319 -0.37524 0.94096  0.785
N8 2.53737 -1.60256 -1.55938  0.126
C21 3.38496 -2.07432 -2.53350  -0.196
C22 3.24334 -2.84457 -3.64745  -0.011
C23 4.31933 -3.11012 -4.47090  -0.065
C24 5.59533 -2.78484 -4.05872  -0.057
C25 5.80729 -2.18820 -2.80731  0.023
C26 4.67880 -1.77628 -2.11830  -0.145
H29 5.06526 0.22193 0.60771  0.042
H30 5.99997 0.45308 -0.92059  0.129
H31 6.33606 -0.94408 0.19590  0.108
H32 1.54333 -1.57942 -1.60224  0.083
H33 2.25475 -3.13789 -4.00354  0.122
H34 4.18582 -3.63571 -5.39760  0.114
H35 6.41685 -3.03057 -4.68530  0.105
H36 6.83600 -1.96096 -2.46194  0.133
N9 -5.81356 -2.61692 -2.54667  0.057
C27 -6.26869 -4.08432 -2.85174  -0.090
C28 -5.74726 -5.02514 -1.84776  -0.251
N10 -6.02313 -4.60582 -0.55217  -0.057
C29 -5.53669 -3.28490 -0.18465  -0.187
C30 -6.04951 -2.23711 -1.12133  -0.139
H37 -6.40764 -1.99799 -3.08720  0.169
H38 -4.81915 -2.47205 -2.84693  0.063
H39 -5.84611 -4.24587 -3.91085  0.157
H40 -7.35925 -3.97923 -2.82707  0.138
H41 -4.65053 -5.07468 -1.96361  0.140
H42 -6.27546 -5.95671 -2.05870  0.147
H43 -6.99275 -4.75068 -0.24978  0.144
H44 -4.45600 -3.26915 -0.16105  0.115
H45 -5.80244 -3.03349 0.82887  0.131
H46 -5.65600 -1.24899 -0.94809  0.078
H47 -7.13791 -2.06369 -0.97980  0.153
Br1 -2.79228 -2.42196 -4.30018  0.790
C31 -1.82459 -1.34486 -3.03640  -0.653
C32 -1.04140 -1.97663 -2.09306  -0.144
C33 -0.46442 -1.15924 -1.15127  -0.206
C34 -0.56725 0.23292 -1.05843  -0.272
C35 -1.32442 0.81624 -2.06458  -0.182
C36 -1.93417 0.04566 -3.01626  -0.142
H48 -1.06523 -3.06898 -2.08342  0.110
H49 0.09350 -1.68933 -0.38469  0.063
H50 -1.54785 1.89941 -2.09510  0.114
H51 -2.47405 0.54427 -3.84249  0.124
S1 -0.11315 0.38924 3.22304  0.593
C37 0.69559 -1.16283 3.46844  -0.844
N11 1.76307 -1.26162 4.25874  0.039
C38 2.46186 -2.52185 4.57561  -0.131
C39 1.48020 -3.68139 4.41451  -0.148
C40 0.90968 -3.60171 3.00384  -0.145
N12 0.37071 -2.23944 2.78981  0.014
H52 1.98155 -0.37619 4.69963  0.115
H53 2.93502 -2.40802 5.48252  0.101
H54 3.25331 -2.69450 3.83744  0.124
H55 0.65184 -3.57668 5.14181  0.133
H56 2.00064 -4.62788 4.64067  0.132
H57 0.10351 -4.30497 2.92115  0.116
H58 1.69685 -3.81402 2.23703  0.133
H59 -0.30904 -2.25410 2.08096  0.103

Forces on atoms 1 to 2 (eV/Å):
Ru 0.288 -0.868 0.745
C 0.045 0.273 0.266

Summary:
- Multiplicity: 6
- Largest force on an atom: 4.5 eV/Å
- Energy relative to the best compared isomer or geometry (same formula, charge and spin): 0.000 eV
- LUMO (alpha / beta): -4.0680 / -5.9821 eV
- Total charge: +2
- Frontier orbital gap (alpha / beta): 7.5 / 6.5 eV
- E_HOMO (alpha / beta): -0.4246 / -0.4596 hartree
- ⟨S²⟩: 8.761


Below is C12H15AuN7 as an isolated structure, with properties calculated with ωB97M-V/def2-TZVPD.

Each line ends with the Löwdin charge.
Element x y z (Å)
Au1 0.50637 0.98741 0.41383  1.335
C1 3.55735 -1.87909 -0.62734  0.025
C2 4.10368 -2.15324 0.61696  0.048
C3 3.57372 -1.53973 1.74540  0.061
C4 2.50716 -0.67432 1.61379  -0.170
N1 1.97798 -0.42326 0.38622  -0.059
C5 2.48964 -1.00990 -0.70608  -0.067
C6 1.85866 0.02683 2.73410  -0.170
C7 2.15904 -0.16212 4.06625  0.060
C8 1.39177 0.47239 5.03734  0.046
C9 0.32807 1.27413 4.65440  0.023
C10 0.07643 1.45109 3.30900  -0.062
N2 0.84177 0.85565 2.38373  -0.068
H1 3.94433 -2.33093 -1.53005  0.144
H2 4.93694 -2.83745 0.71229  0.149
H3 3.99796 -1.73945 2.71861  0.137
H4 2.04103 -0.78007 -1.66089  0.114
H5 2.96613 -0.81855 4.35712  0.137
H6 1.61663 0.32288 6.08546  0.148
H7 -0.30159 1.76516 5.38273  0.141
H8 -0.72141 2.08260 2.94963  0.114
N3 -4.24183 4.61682 0.43306  0.248
C11 -3.02112 5.07406 0.24169  -0.407
N4 -2.68851 6.32196 0.48966  0.255
N5 -2.07492 4.25187 -0.29988  0.188
C12 -1.22051 3.47113 0.10418  -0.286
N6 -0.27617 2.82912 0.47238  -0.032
H9 -4.99870 5.22431 0.71572  0.155
H10 -4.48305 3.68050 0.15065  0.146
H11 -3.36242 7.00287 0.81210  0.156
H12 -1.76394 6.65400 0.26045  0.153
N7 0.11080 0.96656 -1.62435  0.029
H13 -0.76212 1.45204 -1.83182  0.093
H14 0.00680 0.01947 -1.99122  0.101
H15 0.84063 1.43823 -2.16234  0.114

Forces on atoms 1 to 2 (eV/Å):
Au 0.838 0.595 -0.392
C -0.001 -0.002 0.003

Summary:
- Largest force on an atom: 1.1 eV/Å
- LUMO: -11.4490 eV
- Total charge: +3
- Frontier orbital gap: 7.5 eV
- E_HOMO: -0.6955 hartree